*one*
Formula: C40H63F21O20
Source: the OMol25 dataset
Level of theory: ωB97M-V/def2-TZVPD

CARTESIAN COORDINATES (ANGSTROEM)
C -23.211 16.682 3.103
C -23.394 15.644 1.988
O -22.955 16.155 0.748
C -23.147 15.333 -0.319
O -23.512 14.178 -0.256
C -22.708 15.869 -1.697
F -23.799 15.932 -2.366
F -22.159 17.095 -1.620
F -21.942 14.965 -2.255
H -23.284 17.703 2.727
H -22.230 16.508 3.546
H -23.901 16.438 3.911
H -24.448 15.379 1.906
H -22.788 14.773 2.236
C -21.711 8.895 -6.539
C -20.641 8.429 -7.557
O -19.334 8.968 -7.367
C -18.935 10.121 -7.946
O -19.702 10.904 -8.531
C -17.392 10.263 -7.935
F -16.943 10.069 -9.198
F -17.038 11.502 -7.498
F -16.806 9.363 -7.121
H -21.538 9.939 -6.279
H -21.740 8.249 -5.661
H -22.670 8.796 -7.048
H -21.057 8.647 -8.541
H -20.536 7.346 -7.607
C -15.844 11.986 -0.830
C -14.700 11.592 0.200
O -13.612 10.981 -0.505
C -12.312 10.895 0.027
O -11.924 11.346 1.105
C -11.302 10.160 -0.942
F -11.845 10.110 -2.212
F -10.156 10.769 -0.928
F -11.074 8.903 -0.487
H -16.556 12.530 -0.209
H -16.393 11.183 -1.322
H -15.403 12.585 -1.626
H -15.064 10.883 0.944
H -14.342 12.510 0.666
C -16.429 7.503 -0.068
C -15.099 6.881 -0.406
O -14.380 6.706 0.788
C -13.179 6.161 0.777
O -12.685 5.795 -0.290
C -12.602 5.951 2.176
F -12.179 4.694 2.200
F -11.498 6.687 2.316
F -13.459 6.326 3.074
H -16.876 6.981 0.777
H -17.039 7.584 -0.968
H -16.293 8.523 0.292
H -14.505 7.551 -1.027
H -15.273 5.955 -0.953
C -15.920 19.005 -2.489
C -15.187 17.674 -2.309
O -16.034 16.609 -2.758
C -15.844 16.029 -3.994
O -15.040 16.390 -4.783
C -16.829 14.909 -4.351
F -16.211 13.814 -4.064
F -17.903 14.859 -3.627
F -17.181 14.903 -5.640
H -15.464 19.871 -2.010
H -16.933 19.030 -2.086
H -16.001 19.325 -3.527
H -14.980 17.511 -1.251
H -14.224 17.796 -2.805
C -12.406 7.037 -3.261
C -12.462 7.805 -4.614
O -11.270 7.731 -5.330
C -10.849 6.524 -5.955
O -11.617 5.524 -6.058
C -9.395 6.649 -6.512
F -8.833 7.827 -6.200
F -8.653 5.710 -5.982
F -9.456 6.452 -7.810
H -12.567 5.960 -3.316
H -13.128 7.338 -2.503
H -11.431 7.306 -2.856
H -12.734 8.829 -4.358
H -13.239 7.467 -5.299
C -12.354 13.976 -3.138
C -12.794 13.025 -4.292
O -13.194 13.890 -5.348
C -13.614 13.338 -6.470
O -13.965 12.157 -6.650
C -13.716 14.415 -7.522
F -14.981 14.894 -7.600
F -12.986 15.571 -7.241
F -13.343 13.919 -8.664
H -11.439 14.507 -3.401
H -12.083 13.344 -2.292
H -13.098 14.731 -2.883
H -13.525 12.310 -3.914
H -11.901 12.441 -4.514
C -15.104 9.902 -3.858
O -15.656 8.732 -3.292
C -16.821 8.127 -3.780
C -18.044 9.050 -3.662
O -18.019 10.151 -4.510
C -19.070 10.984 -4.569
C -19.543 11.754 -3.302
O -20.255 10.869 -2.494
C -20.592 11.442 -1.235
H -15.722 10.778 -3.660
H -14.949 9.793 -4.931
H -14.090 10.066 -3.495
H -17.007 7.211 -3.220
H -16.588 7.910 -4.823
H -17.951 9.524 -2.685
H -19.042 8.621 -3.576
H -19.922 10.433 -4.968
H -18.836 11.719 -5.339
H -20.177 12.568 -3.653
H -18.663 12.165 -2.808
H -19.724 11.655 -0.610
H -21.175 10.712 -0.674
H -21.259 12.286 -1.407
C -22.836 18.162 6.143
O -22.163 17.013 6.556
C -20.731 17.015 6.726
C -20.399 15.517 6.913
O -20.757 14.766 5.737
C -20.761 13.354 5.994
C -21.278 12.609 4.730
O -20.400 12.757 3.594
C -20.778 12.091 2.444
H -22.437 18.477 5.178
H -22.820 18.941 6.905
H -23.904 17.960 6.068
H -20.421 17.630 7.571
H -20.168 17.455 5.903
H -20.792 15.192 7.876
H -19.316 15.450 7.018
H -21.316 13.092 6.895
H -19.731 13.027 6.140
H -22.211 13.016 4.339
H -21.359 11.524 4.799
H -20.272 12.472 1.557
H -21.844 12.101 2.219
H -20.467 11.065 2.640

Values from the calculation:
- structure (SMILES) = CCOC(=O)C(F)(F)F.CCOC(=O)C(F)(F)F.CCOC(=O)C(F)(F)F.CCOC(=O)C(F)(F)F.CCOC(=O)C(F)(F)F.CCOC(=O)C(F)(F)F.CCOC(=O)C(F)(F)F.COCCOCCOC.COCCOCCOC



*two*
Formula: C40H63F21O20
Source: the OMol25 dataset
Level of theory: ωB97M-V/def2-TZVPD

CARTESIAN COORDINATES (ANGSTROEM)
C 7.780 -0.225 6.135
C 9.213 -0.080 5.658
O 9.929 -1.337 5.660
C 10.878 -1.620 6.633
O 11.186 -0.867 7.558
C 11.513 -3.060 6.484
F 11.127 -3.714 7.627
F 11.009 -3.736 5.478
F 12.867 -2.974 6.395
H 7.534 0.760 6.532
H 7.608 -0.881 6.988
H 7.037 -0.513 5.391
H 9.810 0.568 6.301
H 9.172 0.334 4.651
C 14.540 0.134 1.584
C 14.117 -1.145 0.810
O 13.899 -0.843 -0.568
C 12.726 -0.282 -0.918
O 11.800 0.004 -0.140
C 12.530 0.066 -2.421
F 11.353 -0.411 -2.794
F 12.583 1.341 -2.636
F 13.446 -0.527 -3.164
H 13.663 0.705 1.889
H 15.081 0.757 0.871
H 15.310 -0.098 2.319
H 13.225 -1.614 1.225
H 14.953 -1.841 0.759
C 3.254 -9.189 0.637
C 2.865 -7.688 0.777
O 4.133 -7.086 1.144
C 4.319 -5.822 1.003
O 3.468 -5.069 0.547
C 5.698 -5.381 1.645
F 6.654 -6.324 1.571
F 6.180 -4.311 1.015
F 5.373 -5.062 2.909
H 3.807 -9.650 1.455
H 3.950 -9.359 -0.185
H 2.294 -9.698 0.545
H 2.055 -7.752 1.504
H 2.430 -7.356 -0.165
C 5.384 12.647 -9.749
C 6.400 11.483 -9.283
O 5.863 10.537 -8.355
C 6.753 9.731 -7.600
O 7.953 9.839 -7.558
C 6.085 8.499 -6.886
F 6.737 7.401 -7.185
F 6.121 8.667 -5.484
F 4.869 8.302 -7.255
H 5.950 13.544 -9.999
H 4.542 12.903 -9.106
H 4.980 12.374 -10.724
H 7.306 11.919 -8.862
H 6.858 11.000 -10.146
C 4.385 -2.725 -5.082
C 4.009 -2.802 -6.508
O 4.624 -1.616 -7.092
C 3.946 -0.678 -7.842
O 2.832 -0.813 -8.226
C 4.773 0.579 -8.146
F 5.876 0.707 -7.422
F 5.036 0.643 -9.448
F 4.110 1.726 -7.878
H 5.427 -2.899 -4.815
H 3.809 -3.506 -4.587
H 4.106 -1.726 -4.746
H 2.922 -2.743 -6.460
H 4.362 -3.740 -6.936
C -11.815 0.297 7.020
C -11.177 -0.854 6.193
O -9.725 -0.658 6.223
C -9.022 -0.006 5.268
O -9.476 0.417 4.178
C -7.529 -0.011 5.588
F -6.935 -1.010 4.880
F -6.962 1.133 5.256
F -7.281 -0.204 6.876
H -11.933 1.205 6.429
H -11.314 0.565 7.950
H -12.766 -0.152 7.309
H -11.595 -0.668 5.204
H -11.306 -1.908 6.439
C -6.785 3.961 -2.637
C -6.079 5.320 -2.215
O -5.733 5.552 -0.884
C -4.940 6.560 -0.582
O -4.551 7.333 -1.380
C -4.470 6.514 0.852
F -5.038 7.546 1.557
F -4.801 5.418 1.570
F -3.132 6.621 0.839
H -6.160 3.170 -2.223
H -6.687 3.823 -3.714
H -7.832 3.954 -2.332
H -6.686 6.181 -2.495
H -5.109 5.237 -2.705
C 4.591 1.171 0.139
O 3.543 2.098 0.239
C 3.065 2.636 -0.979
C 1.528 2.863 -0.859
O 0.520 1.879 -1.064
C 0.745 0.567 -0.370
C -0.208 0.400 0.933
O -1.598 0.062 0.656
C -2.286 0.934 -0.160
H 4.267 0.395 -0.554
H 4.652 0.615 1.074
H 5.500 1.714 -0.120
H 2.981 1.858 -1.737
H 3.694 3.416 -1.409
H 1.244 3.701 -1.495
H 1.460 3.139 0.194
H 1.743 0.419 0.041
H 0.516 -0.252 -1.051
H -0.072 1.347 1.454
H 0.060 -0.434 1.582
H -1.998 0.845 -1.208
H -2.492 1.952 0.172
H -3.267 0.466 -0.240
C -10.536 -3.981 1.134
O -11.568 -4.931 1.088
C -12.851 -4.472 1.598
C -13.824 -5.627 1.646
O -15.087 -5.199 2.045
C -16.019 -6.187 2.541
C -17.481 -5.792 2.172
O -17.892 -4.559 2.688
C -18.119 -4.458 4.026
H -10.804 -3.174 0.452
H -9.607 -4.414 0.765
H -10.573 -3.614 2.160
H -13.293 -3.798 0.865
H -12.652 -4.028 2.574
H -13.373 -6.252 2.417
H -13.917 -6.079 0.658
H -15.956 -6.255 3.627
H -15.821 -7.167 2.107
H -18.239 -6.559 2.333
H -17.543 -5.779 1.084
H -18.067 -3.411 4.323
H -17.353 -5.029 4.550
H -19.159 -4.770 4.122

Values from the calculation:
- structure (SMILES) = CCOC(=O)C(F)(F)F.CCOC(=O)C(F)(F)F.CCOC(=O)C(F)(F)F.CCOC(=O)C(F)(F)F.CCOC(=O)C(F)(F)F.CCOC(=O)C(F)(F)F.CCOC(=O)C(F)(F)F.COCCOCCOC.COCCOCCOC



Energetically preferred structure: *one* | next structure: +239.7 kJ/mol



*one*
Formula: H5NOSSi
Source: the OMol25 dataset
Level of theory: ωB97M-V/def2-TZVPD

CARTESIAN COORDINATES (ANGSTROEM)
N -0.340 -1.244 0.537
O -0.587 1.905 0.417
Si 0.298 -0.004 -0.450
S 2.399 0.258 -0.237
H 0.355 -2.096 0.750
H -1.313 -1.160 0.844
H -1.321 1.813 0.969
H -0.041 0.086 -1.789
H 2.569 1.616 -0.049



*two*
Formula: H5NOSSi
Source: the OMol25 dataset
Level of theory: ωB97M-V/def2-TZVPD

CARTESIAN COORDINATES (ANGSTROEM)
N 2.060 0.494 -0.322
O -0.626 -1.883 -0.526
Si -0.638 -0.285 -0.343
S -1.401 0.310 1.556
H 2.175 1.436 -0.718
H 2.388 0.742 0.595
H -1.173 -2.526 0.037
H -1.510 0.229 -1.518
H -1.276 1.483 1.239



Energetically preferred structure: *one* | next structure: +140.7 kJ/mol



*one*
Formula: H4N2O2P
Source: the OMol25 dataset
Level of theory: ωB97M-V/def2-TZVPD

CARTESIAN COORDINATES (ANGSTROEM)
N 0.544 1.307 -0.123
N -1.009 -0.505 -0.863
O -1.296 0.247 1.583
O 1.587 -1.542 0.934
P -0.206 -0.030 0.566
H 0.890 1.929 0.466
H 1.383 0.674 -0.411
H -1.412 -1.380 -0.471
H -0.481 -0.700 -1.680

Values from the calculation:
- net charge = -1



*two*
Formula: H4N2O2P
Source: the OMol25 dataset
Level of theory: ωB97M-V/def2-TZVPD

CARTESIAN COORDINATES (ANGSTROEM)
N -0.448 1.280 -0.881
N -0.054 1.579 0.477
O -0.384 -2.498 0.521
O 2.160 0.970 -0.828
P 0.886 0.354 -0.366
H 0.280 -1.993 1.005
H -1.342 0.732 -1.101
H -0.597 1.326 1.379
H -0.501 -1.749 -0.207

Values from the calculation:
- net charge = -1



Energetically preferred structure: *two* | next structure: +89.9 kJ/mol



*one*
Formula: C13H14N2O3
Source: the OMol25 dataset
Level of theory: ωB97M-V/def2-TZVPD

CARTESIAN COORDINATES (ANGSTROEM)
C -0.809 -1.986 1.839
C -2.099 -1.180 1.880
O -2.169 -0.276 0.779
C -2.682 -0.738 -0.365
O -3.154 -1.838 -0.493
C -2.617 0.284 -1.480
C -1.808 1.525 -1.119
C -0.423 1.167 -0.682
N 0.157 0.134 -1.175
C 1.399 -0.232 -0.740
C 2.011 -1.372 -1.269
C 3.251 -1.762 -0.818
C 3.905 -1.025 0.167
C 3.324 0.103 0.704
C 2.068 0.510 0.256
N 1.435 1.621 0.750
C 0.192 2.042 0.341
O -0.319 3.043 0.807
H 0.054 -1.324 1.848
H -0.777 -2.587 0.933
H -0.760 -2.644 2.702
H -2.965 -1.848 1.847
H -2.145 -0.551 2.772
H -3.640 0.555 -1.746
H -2.170 -0.220 -2.339
H -2.279 2.088 -0.311
H -1.746 2.185 -1.989
H 1.482 -1.927 -2.028
H 3.722 -2.642 -1.226
H 4.878 -1.340 0.514
H 3.828 0.678 1.468
H 1.897 2.177 1.462

Values from the calculation:
- structure (SMILES) = CCOC(=O)CCc1nc2ccccc2[nH]c1=O



*two*
Formula: C13H14N2O3
Source: the OMol25 dataset
Level of theory: ωB97M-V/def2-TZVPD

CARTESIAN COORDINATES (ANGSTROEM)
O 9.432 -6.955 -3.733
C 9.195 -6.136 -4.688
O 9.799 -6.160 -5.822
C 9.324 -5.014 -6.640
C 7.999 -4.545 -5.969
O 8.230 -5.068 -4.665
H 10.085 -4.238 -6.556
H 9.080 -5.180 -7.689
H 7.224 -5.104 -6.493
H 7.982 -3.460 -6.076
C 5.361 -3.110 -6.503
C 5.092 -3.038 -5.132
C 4.818 -4.256 -4.526
N 5.041 -5.464 -5.066
C 5.506 -5.463 -6.394
C 5.837 -4.282 -7.064
H 5.407 -2.164 -7.021
H 4.845 -2.079 -4.701
H 4.722 -4.256 -3.450
H 5.540 -6.396 -6.938
H 6.191 -4.260 -8.084
C 9.450 -2.345 -6.087
C 9.130 -1.882 -4.774
C 7.796 -1.686 -4.435
N 6.855 -1.785 -5.358
C 7.150 -2.083 -6.685
C 8.439 -2.349 -7.117
H 10.459 -2.557 -6.410
H 9.876 -1.881 -3.993
H 7.412 -1.596 -3.429
H 6.294 -2.106 -7.344
H 8.638 -2.632 -8.140

Values from the calculation:
- structure (SMILES) = O=C1OCCO1.c1ccncc1.c1ccncc1



Energetically preferred structure: *one* | next structure: +1159.7 kJ/mol